Molecular formula: C60H45N5O20
Method: DFT, the ωB97M-V functional and the def2-TZVPD basis

Element x y z (Å)
O  8.7566  1.8431  -1.9028
N  7.8130  1.2482  -2.4314
O  7.9027  0.1498  -2.9225
C  6.5076  1.9659  -2.4963
C  6.2923  2.9607  -1.5440
C  5.0735  3.6014  -1.6035
C  4.1409  3.1984  -2.5807
C  4.4101  2.1941  -3.4750
C  5.6163  1.5671  -3.4782
H  7.0723  3.2004  -0.8609
H  4.8793  4.4128  -0.9401
H  3.1451  3.6509  -2.5845
H  3.6987  1.8608  -4.1995
H  5.7990  0.7463  -4.1505
O  -1.5704  1.4498  3.1656
N  -1.0100  2.5096  3.3965
O  0.0106  2.9054  2.8327
C  -1.5307  3.3416  4.4539
C  -2.8758  3.3146  4.7096
C  -3.4088  4.2002  5.6063
C  -2.5539  5.0814  6.2574
C  -1.2017  5.0933  6.0347
C  -0.6647  4.2439  5.0847
H  -3.5382  2.7270  4.0969
H  -4.4132  4.1093  5.8651
H  -2.9255  5.7658  6.9879
H  -0.6005  5.7024  6.6892
H  0.4061  4.1976  4.8699
O  2.7006  -1.2049  -3.8907
N  1.7882  -1.2119  -3.0593
O  1.1109  -0.2760  -2.7548
C  1.4127  -2.5496  -2.5670
C  0.3422  -2.5578  -1.7083
C  -0.0137  -3.7508  -1.1727
C  0.7526  -4.8689  -1.4338
C  1.8327  -4.8180  -2.2906
C  2.1934  -3.6194  -2.8944
H  -0.1795  -1.6632  -1.5444
H  -0.9360  -3.8839  -0.6080
H  0.4499  -5.7897  -1.0162
H  2.4155  -5.7039  -2.4830
H  3.0850  -3.5799  -3.5994
O  -5.4057  2.5064  -4.3256
N  -4.4818  2.8581  -3.5794
O  -3.3226  3.0567  -3.8866
C  -4.8248  2.8416  -2.1361
C  -6.1527  3.0284  -1.7991
C  -6.4652  2.8687  -0.4357
C  -5.4445  2.5772  0.4808
C  -4.1100  2.4766  0.0836
C  -3.8158  2.6402  -1.2487
H  -6.9127  3.2337  -2.5127
H  -7.4920  2.8483  -0.1638
H  -5.7600  2.3956  1.5247
H  -3.3665  2.2392  0.8487
H  -2.8184  2.5580  -1.6507
O  6.7151  -2.0683  3.7784
N  5.7216  -2.5992  3.3275
O  5.1834  -3.4915  4.0119
C  5.1497  -2.2510  2.0565
C  4.0250  -2.8945  1.5787
C  3.5430  -2.4376  0.3660
C  3.9763  -1.2773  -0.2259
C  4.9656  -0.5644  0.3766
C  5.6476  -1.0883  1.4888
H  3.7844  -3.8658  2.0488
H  2.7685  -3.0213  -0.1192
H  3.5382  -0.9284  -1.1684
H  5.4361  0.3340  -0.0480
H  6.5388  -0.6518  1.9065
O  -1.4338  -6.0576  4.3932
C  -2.3716  -5.7298  3.7078
C  -2.2742  -4.5748  2.7486
C  -3.3113  -4.0678  2.1026
C  -4.6691  -4.8084  2.0126
O  -5.5636  -4.6037  1.2037
C  -4.7611  -6.0381  2.9816
C  -3.7112  -6.4374  3.7329
H  -1.2989  -4.0907  2.7554
H  -3.1866  -3.2051  1.4864
H  -5.7468  -6.4958  3.0681
H  -3.8241  -7.2942  4.3540
O  -0.5829  -1.9867  -7.4480
C  -1.1174  -1.6518  -6.4715
C  -1.6457  -2.6513  -5.4690
C  -1.8953  -2.1596  -4.2657
C  -1.8755  -0.6957  -3.9599
O  -1.9350  -0.3325  -2.7893
C  -1.8211  0.3169  -5.0857
C  -1.3976  -0.1672  -6.2595
H  -1.7209  -3.6664  -5.7705
H  -2.1078  -2.7810  -3.4085
H  -2.0823  1.3044  -4.8539
H  -1.2491  0.4684  -7.1642
O  -7.9262  -0.6473  -2.7161
C  -6.9127  -1.1764  -2.3722
C  -6.0899  -0.7375  -1.1677
C  -4.9504  -1.3205  -0.7769
C  -4.4051  -2.4683  -1.5462
O  -3.4502  -3.1631  -1.1592
C  -5.2265  -2.9876  -2.6442
C  -6.4551  -2.4985  -2.9467
H  -6.5072  -0.0046  -0.4913
H  -4.4616  -1.1333  0.1386
H  -4.7892  -3.8699  -3.0814
H  -7.0758  -2.9075  -3.7320
O  6.8638  2.4654  1.9449
C  5.8730  2.8965  2.5127
C  4.4761  2.8177  1.8755
C  3.4493  3.5766  2.3232
C  3.5373  4.3783  3.5939
O  2.6205  5.0606  4.0025
C  4.8719  4.4437  4.2643
C  5.9129  3.7105  3.8264
H  4.4345  2.1947  0.9914
H  2.5648  3.7974  1.7457
H  4.8407  5.1724  5.0659
H  6.8647  3.5895  4.3597
O  -1.4765  -1.4556  1.7360
C  -0.6036  -0.6900  1.3620
C  -0.8623  0.2343  0.1662
C  -0.0040  1.1625  -0.2024
C  1.2881  1.2095  0.4047
O  2.1229  1.9266  -0.0722
C  1.6898  0.2144  1.4410
C  0.7587  -0.5969  1.9280
H  -1.8296  0.1879  -0.3404
H  -0.1547  1.9066  -0.9614
H  2.6986  0.2854  1.7575
H  1.0899  -1.2540  2.7337

Computed properties:
SMILES string ... O=[N+]([O-])c1ccccc1.O=[N+]([O-])c1ccccc1.O=[N+]([O-])c1ccccc1.O=[N+]([O-])c1ccccc1.O=[N+]([O-])c1ccccc1.O=C1C=CC(=O)C=C1.O=C1C=CC(=O)C=C1.O=C1C=CC(=O)C=C1.O=C1C=CC(=O)C=C1.O=C1C=CC(=O)C=C1
Gap between HOMO and LUMO ... 8.1 eV
Highest occupied orbital energy ... -9.8 eV

Atom charges from the Mulliken analysis, given in e for atoms 1 to 99: atom 1 (O): -0.61, atom 2 (N): 1.03, atom 3 (O): -0.61, atom 4 (C): 0.19, atom 5 (C): -0.41, atom 6 (C): -0.36, atom 7 (C): -0.42, atom 8 (C): -0.23, atom 9 (C): -0.71, atom 10 (H): 0.52, atom 11 (H): 0.48, atom 12 (H): 0.29, atom 13 (H): 0.36, atom 14 (H): 0.45, atom 15 (O): -0.46, atom 16 (N): 0.90, atom 17 (O): -0.48, atom 18 (C): 0.16, atom 19 (C): -0.22, atom 20 (C): -0.79, atom 21 (C): -0.32, atom 22 (C): -0.58, atom 23 (C): -0.15, atom 24 (H): 0.42, atom 25 (H): 0.44, atom 26 (H): 0.39, atom 27 (H): 0.40, atom 28 (H): 0.34, atom 29 (O): -0.74, atom 30 (N): 1.40, atom 31 (O): -0.47, atom 32 (C): -0.51, atom 33 (C): 0.82, atom 34 (C): -0.96, atom 35 (C): -0.97, atom 36 (C): -0.64, atom 37 (C): -0.24, atom 38 (H): 0.66, atom 39 (H): 0.31, atom 40 (H): 0.56, atom 41 (H): 0.43, atom 42 (H): 0.41, atom 43 (O): -0.60, atom 44 (N): 1.06, atom 45 (O): -0.63, atom 46 (C): 0.33, atom 47 (C): -0.81, atom 48 (C): -0.49, atom 49 (C): -0.53, atom 50 (C): -0.14, atom 51 (C): -0.54, atom 52 (H): 0.47, atom 53 (H): 0.43, atom 54 (H): 0.36, atom 55 (H): 0.48, atom 56 (H): 0.61, atom 57 (O): -0.60, atom 58 (N): 0.96, atom 59 (O): -0.61, atom 60 (C): -0.32, atom 61 (C): -0.97, atom 62 (C): 0.81, atom 63 (C): -0.17, atom 64 (C): -0.18, atom 65 (C): -0.59, atom 66 (H): 0.50, atom 67 (H): -0.03, atom 68 (H): 0.45, atom 69 (H): 0.16, atom 70 (H): 0.66, atom 71 (O): -0.53, atom 72 (C): 0.05, atom 73 (C): -0.10, atom 74 (C): 0.17, atom 75 (C): 0.31, atom 76 (O): -0.54, atom 77 (C): -0.46, atom 78 (C): -0.41, atom 79 (H): 0.48, atom 80 (H): 0.17, atom 81 (H): 0.39, atom 82 (H): 0.42, atom 83 (O): -0.51, atom 84 (C): 0.23, atom 85 (C): -0.73, atom 86 (C): 0.05, atom 87 (C): 0.26, atom 88 (O): -0.29, atom 89 (C): -0.56, atom 90 (C): -0.44, atom 91 (H): 0.54, atom 92 (H): 0.43, atom 93 (H): 0.59, atom 94 (H): 0.40, atom 95 (O): -0.56, atom 96 (C): 0.24, atom 97 (C): -0.51, atom 98 (C): -0.36, atom 99 (C): 0.74


Molecular formula: C60H46Cl3MnN2O6P2S2
Method: DFT, the ωB97M-V functional and the def2-TZVPD basis

Element x y z (Å)
Mn  -0.1627  0.8491  0.2570
O  0.5558  2.9540  -1.5550
S  0.0715  3.0180  -0.0156
C  -1.3696  3.9793  -0.4080
C  -1.5036  5.3375  -0.2361
C  -2.6953  5.9263  -0.6418
C  -3.6997  5.1575  -1.2096
C  -3.5473  3.7848  -1.3663
C  -2.3687  3.1716  -0.9639
P  -2.0470  1.3633  -1.0721
C  -1.3983  1.0675  -2.7500
C  -1.6961  1.8711  -3.8457
C  -1.2189  1.5233  -5.1000
C  -0.4568  0.3744  -5.2663
C  -0.1416  -0.4191  -4.1740
C  -0.6016  -0.0666  -2.9135
C  -3.7261  0.6735  -1.1250
C  -4.3521  0.3079  -2.3151
C  -5.6805  -0.0915  -2.2979
C  -6.3840  -0.1366  -1.1030
C  -5.7514  0.1913  0.0889
C  -4.4253  0.5897  0.0812
C  1.6038  3.7845  0.5206
C  1.7735  4.6817  1.5561
C  3.0690  5.0500  1.8963
C  4.1538  4.5029  1.2272
C  3.9674  3.5818  0.2045
C  2.6795  3.2151  -0.1582
P  2.2902  2.0712  -1.5221
C  2.9166  2.8065  -3.0377
C  4.2770  2.6709  -3.3235
C  4.8067  3.3017  -4.4367
C  3.9893  4.0608  -5.2629
C  2.6352  4.1824  -4.9844
C  2.0921  3.5555  -3.8747
C  3.2575  0.5681  -1.1760
C  3.4536  0.1527  0.1469
C  4.0155  -1.0903  0.3942
C  4.3326  -1.9379  -0.6590
C  4.0929  -1.5452  -1.9708
C  3.5504  -0.3011  -2.2330
H  -0.7069  5.9275  0.1977
H  -2.8348  6.9905  -0.5112
H  -4.6173  5.6320  -1.5303
H  -4.3417  3.1946  -1.8056
H  -2.2900  2.7671  -3.7100
H  -1.4517  2.1417  -5.9571
H  -0.1242  0.0869  -6.2551
H  0.4480  -1.3177  -4.3021
H  -0.3851  -0.7007  -2.0565
H  -3.8074  0.3298  -3.2479
H  -6.1668  -0.3629  -3.2255
H  -7.4258  -0.4273  -1.0991
H  -6.2962  0.1435  1.0226
H  -3.9221  0.8491  1.0072
H  0.9227  5.0803  2.0900
H  3.2249  5.7651  2.6924
H  5.1581  4.7873  1.5123
H  4.8207  3.1563  -0.3077
H  4.9177  2.0762  -2.6843
H  5.8604  3.1988  -4.6592
H  4.4114  4.5510  -6.1300
H  1.9994  4.7690  -5.6341
H  1.0380  3.6406  -3.6531
H  3.2298  0.8292  0.9669
H  4.2198  -1.3967  1.4129
H  4.7783  -2.9039  -0.4639
H  4.3398  -2.2108  -2.7869
H  3.3813  0.0229  -3.2530
Cl  3.4721  -7.0879  2.6413
C  1.8751  -6.5948  2.2213
C  1.6587  -5.8709  1.0594
C  0.3793  -5.4424  0.7530
C  -0.6983  -5.7336  1.5805
C  -2.0781  -5.1816  1.2791
C  -2.3791  -3.8989  2.0882
N  -1.4392  -2.8125  1.8456
C  -0.2418  -2.6249  2.4956
C  0.3418  -1.5433  1.9243
N  -0.4787  -1.0690  0.9158
C  -1.5322  -1.8780  0.8923
O  -2.2595  -4.8388  -0.0692
C  -2.3833  -5.9524  -0.9586
C  -1.2837  -5.9565  -1.9792
C  -1.0475  -4.9207  -2.8315
Cl  -1.9541  -3.4728  -2.9406
S  0.2868  -5.2193  -3.8813
C  0.5446  -6.7559  -3.1654
C  -0.3523  -7.0143  -2.1811
C  -0.4582  -6.4858  2.7311
Cl  -1.7566  -6.8786  3.8107
C  0.8176  -6.9172  3.0567
H  2.4868  -5.6431  0.4045
H  0.2035  -4.8678  -0.1491
H  -2.8255  -5.9202  1.5823
H  -2.3680  -4.1368  3.1495
H  -3.3718  -3.5554  1.8031
H  0.0792  -3.2365  3.3211
H  1.2701  -1.0692  2.1770
H  -2.3705  -1.7889  0.2196
H  -3.3535  -5.8662  -1.4532
H  -2.3647  -6.8918  -0.4019
H  1.3438  -7.3852  -3.5235
H  -0.3595  -7.9271  -1.6016
H  0.9805  -7.4995  3.9531
O  -0.5523  3.2286  1.9332
C  -0.0146  2.3044  2.6394
O  0.4965  1.2795  2.0831
C  0.0098  2.4320  4.0958
C  -0.5407  3.5614  4.6970
C  -0.5391  3.7176  6.0783
C  0.0188  2.6998  6.8187
O  0.1169  2.5949  8.1570
C  0.7653  1.3524  8.4354
O  1.0677  0.7412  7.1815
C  0.5857  1.5710  6.2176
C  0.5951  1.4053  4.8640
H  -0.9850  4.3225  4.0711
H  -0.9547  4.5935  6.5557
H  0.0973  0.7080  9.0098
H  1.6843  1.5343  8.9942
H  1.0279  0.5340  4.3948

Computed properties:
Spin multiplicity ... 5
⟨S²⟩ ... 6.0541
Gap between HOMO and LUMO (alpha / beta) ... 6.7 / 6.5 eV
Total charge ... +2
Highest occupied orbital energy (alpha / beta) ... -11.7 / -12.3 eV

Atom charges from the Mulliken analysis, given in e for atoms 1 to 99: atom 1 (Mn): 0.29, atom 2 (O): -0.78, atom 3 (S): 0.81, atom 4 (C): 0.48, atom 5 (C): -0.67, atom 6 (C): -0.89, atom 7 (C): -0.95, atom 8 (C): -0.17, atom 9 (C): -0.79, atom 10 (P): 2.48, atom 11 (C): 0.42, atom 12 (C): -0.28, atom 13 (C): -0.88, atom 14 (C): -0.81, atom 15 (C): -0.72, atom 16 (C): -0.87, atom 17 (C): 0.70, atom 18 (C): -0.46, atom 19 (C): -0.80, atom 20 (C): -0.64, atom 21 (C): -0.86, atom 22 (C): -0.48, atom 23 (C): 0.68, atom 24 (C): -0.27, atom 25 (C): -1.00, atom 26 (C): -0.94, atom 27 (C): 0.02, atom 28 (C): -0.89, atom 29 (P): 2.42, atom 30 (C): 0.80, atom 31 (C): -0.52, atom 32 (C): -0.84, atom 33 (C): -0.63, atom 34 (C): -1.01, atom 35 (C): -0.44, atom 36 (C): 0.46, atom 37 (C): -0.86, atom 38 (C): -0.76, atom 39 (C): -0.63, atom 40 (C): -0.98, atom 41 (C): -0.56, atom 42 (H): 0.61, atom 43 (H): 0.50, atom 44 (H): 0.46, atom 45 (H): 0.61, atom 46 (H): 0.49, atom 47 (H): 0.50, atom 48 (H): 0.45, atom 49 (H): 0.70, atom 50 (H): 0.70, atom 51 (H): 0.41, atom 52 (H): 0.47, atom 53 (H): 0.44, atom 54 (H): 0.47, atom 55 (H): 0.55, atom 56 (H): 0.59, atom 57 (H): 0.49, atom 58 (H): 0.46, atom 59 (H): 0.49, atom 60 (H): 0.39, atom 61 (H): 0.44, atom 62 (H): 0.43, atom 63 (H): 0.48, atom 64 (H): 0.45, atom 65 (H): 0.34, atom 66 (H): 0.50, atom 67 (H): 0.50, atom 68 (H): 0.49, atom 69 (H): 0.53, atom 70 (Cl): -0.20, atom 71 (C): 0.12, atom 72 (C): -1.42, atom 73 (C): 0.37, atom 74 (C): -0.03, atom 75 (C): -0.72, atom 76 (C): -1.70, atom 77 (N): 0.39, atom 78 (C): -1.24, atom 79 (C): -0.67, atom 80 (N): 0.80, atom 81 (C): -0.45, atom 82 (O): -0.09, atom 83 (C): -1.17, atom 84 (C): 0.12, atom 85 (C): 0.81, atom 86 (Cl): -0.07, atom 87 (S): -0.17, atom 88 (C): -0.51, atom 89 (C): -0.72, atom 90 (C): 0.75, atom 91 (Cl): -0.18, atom 92 (C): -0.73, atom 93 (H): 0.49, atom 94 (H): 0.71, atom 95 (H): 0.87, atom 96 (H): 0.58, atom 97 (H): 0.44, atom 98 (H): 0.58, atom 99 (H): 0.67